[1]
This record from OMol25 describes a molecular structure, C5H11NS at a distorted geometry. The level of theory is ωB97M-V/def2-TZVPD.

The geometry in XYZ format:
```
18
Properties=species:S:1:pos:R:3:lowdin_charge:R:1
C 0.052 1.767 -0.287 -0.22
C -1.602 0.368 -0.804 -0.11
C 0.158 -0.526 0.322 -0.47
C 1.649 -0.176 0.837 -0.31
C 0.202 -2.152 0.018 -0.37
H -0.768 2.567 -0.732 0.14
H 1.081 2.073 -0.659 0.08
H 0.126 2.044 0.943 0.15
H -1.857 0.985 -1.588 0.05
H -2.140 0.773 0.033 0.09
H -1.856 -0.582 -1.162 0.07
H -0.507 -0.429 1.338 0.16
H 1.738 0.161 1.919 0.08
H 2.162 0.393 0.014 0.06
H -0.118 -2.680 -1.023 0.09
H -0.320 -2.904 1.000 0.13
N -0.134 0.489 -0.713 -0.25
S 2.137 -2.172 0.543 0.62
```

Computed properties:
- Kohn-Sham gap (Ha) = 0.343
- calculated total energy (a.u.) = -649.8657


[2]
This record from OMol25 describes C5H11NS2 in the gas phase at a distorted geometry. The level of theory is ωB97M-V/def2-TZVPD.

The geometry in XYZ format:
```
19
Properties=species:S:1:pos:R:3:lowdin_charge:R:1
C -1.399 2.210 2.255 -0.23
C -0.734 0.898 1.734 -1.16
S 0.103 -0.271 2.629 0.59
S -0.699 1.035 0.038 0.90
C 0.147 -0.498 -0.517 -0.55
C 0.556 -0.341 -1.982 -0.31
C 1.178 -1.790 -2.397 -0.35
N 1.223 -1.788 -3.818 -0.08
H -2.281 2.544 1.642 0.06
H -1.678 2.437 3.390 0.11
H -0.543 3.019 2.089 0.10
H -0.339 -1.526 -0.336 0.10
H 1.083 -0.528 0.214 0.07
H -0.322 0.011 -2.900 0.17
H 1.394 0.472 -2.220 0.13
H 0.426 -2.624 -2.068 0.13
H 2.112 -1.836 -1.812 0.11
H 0.449 -2.228 -4.294 0.05
H 2.187 -2.321 -4.194 0.15
```

Computed properties:
- SMILES = CC(=S)SCCCN
- Kohn-Sham gap (Ha) = 0.309
- calculated total energy (a.u.) = -1048.1314


[3]
This record from OMol25 describes a gas-phase ion, C5H11O (charge -1) at a distorted geometry. The level of theory is ωB97M-V/def2-TZVPD.

The geometry in XYZ format:
```
17
Properties=species:S:1:pos:R:3:lowdin_charge:R:1
C -1.274 1.717 -0.358 -0.13
C -1.353 0.538 0.651 -0.28
C -0.461 -0.653 0.300 -0.26
C 0.966 -0.264 -0.104 -0.25
C 1.944 -1.438 -0.321 -0.60
O 3.105 -1.064 -0.861 -0.37
H -0.433 2.346 -0.132 0.06
H -1.151 1.337 -1.377 0.07
H -2.190 2.292 -0.342 0.05
H -2.400 0.227 0.690 0.08
H -1.108 0.949 1.635 0.09
H -0.990 -1.288 -0.414 0.10
H -0.338 -1.276 1.205 0.10
H 1.331 0.375 0.705 0.10
H 0.957 0.321 -1.028 0.09
H 2.017 -1.924 0.693 0.07
H 1.377 -2.196 -0.944 0.08
```

Computed properties:
- SMILES = CCCCC[O-]
- Kohn-Sham gap (Ha) = 0.215
- net charge = -1
- calculated total energy (a.u.) = -272.3214


[4]
This record from OMol25 describes 2 unconnected molecules or ions with the total composition C5H11O at a distorted geometry. The level of theory is ωB97M-V/def2-TZVPD.

The geometry in XYZ format:
```
17
Properties=species:S:1:pos:R:3:lowdin_charge:R:1
C -0.225 0.043 0.371 -0.33
C 0.707 0.954 -0.108 0.00
C 0.020 -1.312 0.989 -0.03
C 2.234 0.816 -0.282 -0.05
C -2.150 1.503 0.728 0.25
O -1.509 0.435 0.407 0.04
H 1.337 -1.710 -1.436 0.05
H 0.224 1.765 -0.769 0.15
H -0.511 -1.484 2.045 0.14
H 1.170 -1.450 1.050 0.11
H -0.369 -2.191 0.424 0.09
H 2.445 0.857 -1.350 0.09
H 2.585 0.020 0.251 0.04
H 2.755 1.710 -0.120 0.07
H 1.363 -1.314 -2.070 0.07
H -1.607 2.405 1.155 0.16
H -3.260 1.373 0.757 0.15
```

Computed properties:
- Kohn-Sham gap (alpha / beta) (Ha) = 0.276 / 0.276
- net charge = +1
- calculated total energy (a.u.) = -271.9201


[5]
This record from OMol25 describes 2 unconnected molecules or ions with the total composition C5H11O at a distorted geometry. The level of theory is ωB97M-V/def2-TZVPD.

The geometry in XYZ format:
```
17
Properties=species:S:1:pos:R:3:lowdin_charge:R:1
C 1.291 1.458 0.018 -0.06
C 1.483 0.119 -0.498 -0.28
C 2.400 -0.923 0.282 -0.01
C -2.505 -0.603 0.559 -0.07
C -2.060 0.184 -0.539 0.22
O 0.233 0.435 0.233 -0.14
H 1.632 1.836 0.981 0.12
H 0.900 2.314 -0.617 0.14
H 1.386 -0.028 -1.613 0.16
H 2.557 -0.591 1.348 0.10
H 3.276 -1.044 -0.355 0.08
H 1.755 -1.859 0.362 0.10
H -2.238 -1.596 0.389 0.08
H -3.545 -0.337 0.798 0.12
H -1.987 -0.433 1.628 0.20
H -1.513 -0.327 -1.277 0.07
H -2.435 1.258 -0.892 0.18
```

Computed properties:
- Kohn-Sham gap (Ha) = 0.308
- net charge = +1
- calculated total energy (a.u.) = -271.9262


[6]
This record from OMol25 describes 2 unconnected molecules or ions with the total composition C5H11O at a distorted geometry. The level of theory is ωB97M-V/def2-TZVPD.

The geometry in XYZ format:
```
17
Properties=species:S:1:pos:R:3:lowdin_charge:R:1
C 2.756 -1.008 0.362 -0.04
C -2.262 -0.669 -0.459 -0.04
C 0.321 1.747 -0.192 -0.06
C -1.086 -0.352 0.520 -0.15
C 0.066 0.350 -0.227 0.00
O 2.158 -0.004 0.506 -0.01
H 3.880 -0.865 0.327 0.13
H 2.249 -1.994 0.382 0.12
H -3.085 -1.051 -0.015 0.05
H -1.955 -1.400 -1.093 0.05
H -2.627 0.177 -1.013 0.09
H -0.642 2.372 -0.169 0.16
H 0.654 1.930 0.818 0.12
H 1.090 2.251 -0.835 0.13
H -1.534 0.216 1.320 0.12
H -0.639 -1.358 0.778 0.14
H 0.656 -0.341 -1.012 0.18
```

Computed properties:
- Kohn-Sham gap (Ha) = 0.352
- net charge = +1
- calculated total energy (a.u.) = -271.9665


[7]
This record from OMol25 describes 2 unconnected molecules or ions with the total composition C5H11O2 at a distorted geometry. The level of theory is ωB97M-V/def2-TZVPD.

The geometry in XYZ format:
```
18
Properties=species:S:1:pos:R:3:lowdin_charge:R:1
C 1.670 -0.610 1.500 -0.18
C 2.602 -1.463 0.577 -0.16
H 0.789 -1.169 1.807 0.05
H 2.147 -0.437 2.536 0.07
H 1.588 0.399 1.025 0.06
H 3.570 -1.595 0.951 0.03
H 2.570 -1.127 -0.482 0.07
H 2.111 -2.403 0.499 0.04
C -1.096 0.376 -0.763 -0.18
C -1.402 1.891 -0.749 -0.14
C -2.578 -0.176 -1.030 -0.79
O -3.124 0.051 -2.123 -0.10
O -3.220 -0.461 0.017 -0.13
H -0.625 0.112 -1.803 0.10
H -0.569 -0.253 0.036 0.08
H -0.767 2.356 0.074 0.07
H -2.350 2.114 -0.378 0.04
H -1.314 2.395 -1.694 0.06
```

Computed properties:
- Kohn-Sham gap (Ha) = 0.255
- net charge = -1
- calculated total energy (a.u.) = -347.5889


[8]
This record from OMol25 describes 2 unconnected molecules or ions with the total composition C5H11O2 at a distorted geometry. The level of theory is ωB97M-V/def2-TZVPD.

The geometry in XYZ format:
```
18
Properties=species:S:1:pos:R:3:lowdin_charge:R:1
C 1.410 0.220 -0.337 -0.31
C 1.463 -0.433 -1.703 -0.15
C 1.150 1.725 -0.556 -0.12
H 2.351 -0.002 0.185 0.09
H 0.737 -0.092 0.477 0.08
H 2.123 0.190 -2.312 0.06
H 1.824 -1.469 -1.723 0.06
H 0.623 2.226 0.246 0.07
H 0.676 1.887 -1.528 0.06
H 0.458 -0.435 -2.140 0.07
H 2.122 2.238 -0.644 0.06
C -2.325 -1.461 1.268 -0.07
C -1.812 -0.073 1.644 -0.81
O -0.911 -0.012 2.532 -0.13
O -2.378 0.930 1.139 -0.12
H -1.805 -1.941 0.429 0.05
H -3.352 -1.367 0.896 0.05
H -2.353 -2.133 2.129 0.05
```

Computed properties:
- Kohn-Sham gap (Ha) = 0.277
- net charge = -1
- calculated total energy (a.u.) = -347.6317


[9]
This record from OMol25 describes 2 unconnected molecules or ions with the total composition C5H11O2 at a distorted geometry. The level of theory is ωB97M-V/def2-TZVPD.

The geometry in XYZ format:
```
18
Properties=species:S:1:pos:R:3:lowdin_charge:R:1
C 1.070 1.657 -0.766 -0.18
C 1.329 3.042 -0.141 -0.18
H 0.244 1.765 -1.603 0.10
H 1.918 1.038 -1.097 0.07
H 0.862 0.989 0.063 0.04
H 0.757 3.237 0.695 0.01
H 1.057 3.827 -0.943 0.07
H 2.404 3.150 0.187 0.07
C -1.324 -0.797 0.828 -0.19
C -2.057 -0.052 -0.286 -0.19
C 0.087 -1.422 0.332 -0.79
O 0.243 -1.457 -0.928 -0.12
O 0.792 -1.912 1.204 -0.08
H -1.262 -0.191 1.757 0.08
H -1.989 -1.831 0.892 0.14
H -1.604 0.823 -0.626 0.00
H -3.163 0.316 -0.186 0.08
H -2.134 -0.732 -1.152 0.06
```

Computed properties:
- Kohn-Sham gap (Ha) = 0.287
- net charge = -1
- calculated total energy (a.u.) = -347.5952


[10]
This record from OMol25 describes 2 unconnected molecules or ions with the total composition C5H11O2 at a distorted geometry. The level of theory is ωB97M-V/def2-TZVPD.

The geometry in XYZ format:
```
18
Properties=species:S:1:pos:R:3:lowdin_charge:R:1
C 0.765 -0.898 2.169 -0.33
C 0.713 -0.559 3.700 -0.13
C 1.284 0.254 1.332 -0.12
H 1.313 -1.835 2.001 0.09
H -0.257 -1.206 1.973 0.09
H 0.636 -1.503 4.242 0.05
H -0.135 0.103 3.864 0.06
H 0.429 0.878 1.067 0.08
H 2.149 0.845 1.622 0.07
H 1.634 -0.045 3.992 0.06
H 1.396 -0.191 0.307 0.07
C -0.863 -0.998 -1.653 -0.06
C -0.710 0.535 -2.035 -0.81
O -1.758 1.173 -1.777 -0.13
O 0.302 0.897 -2.660 -0.11
H -1.801 -1.280 -1.199 0.04
H -0.034 -1.182 -0.935 0.03
H -0.515 -1.514 -2.545 0.05
```

Computed properties:
- Kohn-Sham gap (Ha) = 0.264
- net charge = -1
- calculated total energy (a.u.) = -347.6223


[11]
This record from OMol25 describes 2 unconnected molecules or ions with the total composition C5H11O2 at a distorted geometry. The level of theory is ωB97M-V/def2-TZVPD.

The geometry in XYZ format:
```
18
Properties=species:S:1:pos:R:3:lowdin_charge:R:1
C 1.477 1.440 -0.907 -0.16
C 0.555 2.647 -0.520 -0.17
H 1.247 0.476 -0.461 0.03
H 1.475 1.304 -1.981 0.06
H 2.356 1.749 -0.341 0.06
H -0.336 2.668 -1.166 0.05
H 0.253 2.606 0.520 0.06
H 1.102 3.535 -0.833 0.05
C -0.840 -1.355 1.203 -0.20
C -1.178 -0.946 -0.212 -0.14
C -0.307 -2.819 1.074 -0.79
O -1.172 -3.721 1.109 -0.10
O 0.931 -2.923 0.914 -0.10
H 0.012 -0.729 1.520 0.09
H -1.682 -1.338 1.906 0.09
H -2.169 -0.492 -0.365 0.06
H -1.345 -1.804 -0.882 0.08
H -0.378 -0.299 -0.576 0.02
```

Computed properties:
- Kohn-Sham gap (Ha) = 0.265
- net charge = -1
- calculated total energy (a.u.) = -347.6162


[12]
This record from OMol25 describes 2 unconnected molecules or ions with the total composition C5H11O2 at a distorted geometry. The level of theory is ωB97M-V/def2-TZVPD.

The geometry in XYZ format:
```
18
Properties=species:S:1:pos:R:3:lowdin_charge:R:1
C -0.106 0.620 -1.602 -0.27
C -0.090 1.509 -0.182 -0.09
C 1.271 0.521 -2.339 -0.15
H -0.780 1.347 -2.104 0.08
H -0.533 -0.346 -1.427 0.06
H 0.602 1.020 0.550 0.06
H 0.241 2.536 -0.442 0.06
H 0.995 0.971 -3.406 0.09
H 1.817 -0.449 -2.327 0.05
H -1.014 1.396 0.246 0.02
H 2.018 1.225 -1.831 0.07
C -0.283 -1.791 1.624 -0.06
C -1.166 -1.073 2.737 -0.83
O -0.908 0.136 2.945 -0.11
O -1.908 -1.869 3.248 -0.07
H 0.462 -1.073 1.388 0.01
H -0.833 -2.049 0.749 0.03
H 0.214 -2.630 2.171 0.06
```

Computed properties:
- Kohn-Sham gap (Ha) = 0.265
- net charge = -1
- calculated total energy (a.u.) = -347.5967


[13]
This record from OMol25 describes 2 unconnected molecules or ions with the total composition C5H11O2 at a distorted geometry. The level of theory is ωB97M-V/def2-TZVPD.

The geometry in XYZ format:
```
18
Properties=species:S:1:pos:R:3:lowdin_charge:R:1
C -0.172 1.002 -1.429 -0.34
C -1.236 -0.063 -1.578 -0.13
C -0.247 1.749 -0.099 -0.12
H 0.814 0.548 -1.446 0.09
H -0.335 1.753 -2.192 0.09
H -2.222 0.411 -1.593 0.07
H 0.037 1.164 0.769 0.05
H 0.307 2.681 -0.153 0.06
H -1.151 -0.846 -0.828 0.06
H -1.091 -0.543 -2.548 0.06
H -1.316 1.938 0.033 0.07
C 1.189 -1.414 0.928 -0.05
C 0.567 -1.331 2.355 -0.81
O 1.291 -1.748 3.287 -0.12
O -0.599 -0.871 2.412 -0.11
H 0.538 -0.912 0.235 0.00
H 1.412 -2.476 0.819 0.06
H 2.216 -1.042 1.025 0.06
```

Computed properties:
- Kohn-Sham gap (Ha) = 0.281
- net charge = -1
- calculated total energy (a.u.) = -347.6345


[14]
This record from OMol25 describes 2 unconnected molecules or ions with the total composition C5H11O2 at a distorted geometry. The level of theory is ωB97M-V/def2-TZVPD.

The geometry in XYZ format:
```
18
Properties=species:S:1:pos:R:3:lowdin_charge:R:1
C -0.428 -0.321 -1.757 -0.33
C 0.881 -0.555 -0.997 -0.12
C -0.251 0.749 -2.826 -0.14
H -0.798 -1.282 -2.132 0.09
H -1.205 0.028 -1.079 0.09
H 1.565 -1.086 -1.673 0.06
H 0.406 0.452 -3.649 0.07
H -1.211 0.941 -3.300 0.06
H 0.883 -1.118 -0.070 0.07
H 1.382 0.410 -0.863 0.07
H 0.093 1.670 -2.366 0.07
C -0.872 -0.008 2.889 -0.06
C 0.671 0.065 3.071 -0.81
O 1.250 -1.012 3.373 -0.13
O 1.207 1.186 2.865 -0.13
H -1.062 -0.019 1.814 0.04
H -1.328 0.851 3.379 0.05
H -1.184 -0.953 3.323 0.04
```

Computed properties:
- Kohn-Sham gap (Ha) = 0.265
- net charge = -1
- calculated total energy (a.u.) = -347.6391